Molecular formula: C6H13O2
Method: DFT, wB97M-V/def2-TZVPD

XYZ file:
```
21
Properties=species:S:1:pos:R:3:forces:R:3
C 1.49684 -2.08194 1.32738 -3.10 1.69 2.88
H -0.12366 2.10664 -2.09565 1.34 0.92 2.82
H -0.12700 -3.82418 -0.26152 -0.80 0.14 0.58
H -0.20184 3.51300 -1.04665 -0.50 1.06 0.44
H 0.58877 -2.43344 2.05098 2.00 0.46 -1.74
C 0.40649 2.64862 -1.11776 -1.24 -2.29 -2.39
H 0.99084 0.86350 -0.00272 -0.15 0.62 0.31
O -1.67322 1.06092 1.27946 -0.97 -0.67 4.46
O -1.67449 1.10804 -0.86738 -1.48 -0.85 -3.21
C 0.61650 -3.24147 -0.76430 1.81 0.13 0.09
C 0.33692 1.75118 0.13872 -0.45 -0.43 -1.06
H 1.72980 -1.26882 -0.63675 -0.49 -0.80 -0.25
H 0.51452 2.23563 1.09638 0.46 0.20 -0.11
H 1.51207 -3.94282 -0.72254 -0.72 1.01 -0.32
H 1.36245 2.91570 -1.50395 1.16 0.35 0.19
H 0.30439 -3.10961 -1.78572 -0.07 -0.07 -0.50
C 0.95930 -1.88079 -0.11505 0.03 0.85 1.61
H 2.33311 -2.67253 1.59275 0.90 -1.27 -0.62
C -1.14441 1.22367 0.21778 1.91 1.14 -1.43
H 0.09400 -1.13714 0.03336 0.89 -1.49 -0.64
H 1.77436 -1.11316 1.86476 -0.52 -0.71 -1.12
```
Positions in Å, forces in eV/Å.

charge = -1
2S+1 = 1


Molecular formula: C25H35AsN5O4PdS
Method: DFT, wB97M-V/def2-TZVPD

XYZ file:
```
72
Properties=species:S:1:pos:R:3:forces:R:3
C -0.79610 -2.99153 -6.26620 0.06 -0.05 -0.09
C -1.35369 -1.19012 -4.16254 -0.04 -0.34 -0.39
H -1.25799 -1.35582 -7.56646 -0.02 0.06 0.02
H 0.31368 3.67574 5.20313 -0.03 -0.04 0.06
C -0.30175 -2.06450 1.52224 0.19 0.16 -0.13
C -3.09520 3.80954 -1.61811 0.01 -0.19 -0.17
H 1.07289 1.87718 -1.19239 -0.03 0.04 -0.07
C 2.74147 0.56442 2.67483 -0.05 -0.22 0.07
C -2.54418 3.44342 -0.35827 0.07 0.00 0.17
C 2.39713 -0.87920 -2.65895 0.11 0.59 -0.66
C -2.15835 -1.23393 2.78776 0.04 -0.07 -0.09
C 2.45823 -0.59603 3.62372 -0.07 0.19 -0.09
C -1.84776 2.26838 -0.27721 -0.09 0.15 0.33
H -0.97914 -2.87385 -2.88132 0.04 -0.05 -0.01
H 3.36467 0.18857 -1.30059 -0.06 0.01 0.06
N 2.36664 -2.11837 -3.24303 -0.12 -0.16 0.11
C 0.37483 2.77364 4.58942 0.08 -0.02 -0.16
O 2.01911 -2.59783 0.42195 -0.24 0.14 0.11
C -2.30911 1.70696 -2.52765 0.08 -0.47 0.01
Pd -0.63101 -0.29828 -1.46005 -0.89 0.67 -0.96
C -1.17898 -1.68213 -6.53532 0.07 -0.16 0.00
H -0.64113 2.46618 4.33305 -0.02 -0.03 0.08
O 1.60408 0.00965 -2.94516 0.36 -0.32 0.03
H 0.52344 3.42347 -0.53041 -0.04 0.00 -0.07
H -1.36543 1.98017 0.65344 -0.01 -0.06 -0.08
C -1.41282 -1.23595 1.62280 -0.11 0.00 0.01
H 3.38657 -1.00588 4.02948 -0.03 0.00 0.05
H -0.43280 -3.54682 4.54986 -0.05 -0.04 0.01
H -3.63706 -2.15346 4.99985 -0.01 -0.04 0.00
H -0.57938 -3.68435 -7.06945 0.00 0.01 -0.02
H -2.64435 4.08753 0.50289 0.08 -0.04 0.05
H 2.22102 3.26869 3.58622 0.05 -0.04 -0.15
S 0.80728 -1.85720 0.13532 0.95 -1.25 1.35
C 1.39684 2.79491 -0.70564 -0.02 -0.03 0.16
N -1.70838 -0.36722 -3.13433 0.00 -0.03 1.30
H -0.41695 -4.42112 -4.71743 -0.04 0.00 0.06
C -1.44588 -0.79212 -5.51470 -0.01 0.18 0.20
As 1.11995 1.50113 1.99867 0.55 0.97 0.59
H -1.68755 -0.59610 0.78880 0.01 0.02 0.14
C -0.99115 -2.53097 -3.90446 -0.05 0.24 0.08
H 0.77402 3.90003 2.80658 0.03 -0.05 -0.10
H -3.40976 3.19501 -3.64117 -0.01 0.00 -0.02
H -2.47923 -0.96995 5.58211 0.00 0.00 0.05
C -2.57302 -1.96999 5.15519 -0.02 0.05 -0.06
H 3.39104 1.29858 3.15866 -0.03 0.08 -0.12
C -0.72395 -2.90723 3.72534 -0.02 0.05 -0.05
H -3.59260 4.76608 -1.72772 -0.06 -0.02 -0.03
N -2.26504 0.83829 -3.47245 -0.19 0.39 -0.60
H 0.88246 -3.57244 2.44975 0.06 0.07 0.05
H 1.81958 -0.28514 4.45394 0.02 -0.08 0.05
N 3.49482 -0.64699 -1.85004 -0.04 -0.08 0.23
H 2.73272 -2.87752 -2.68996 0.00 -0.03 -0.04
H 2.46410 3.45039 1.03540 0.08 -0.13 0.15
N -1.68095 1.43145 -1.30830 0.38 -0.14 -0.41
H 1.47945 -2.32453 -3.68378 -0.06 0.00 0.02
C -1.80900 -2.05071 3.86175 0.02 -0.02 0.09
C -0.70320 -3.39882 -4.94062 0.04 -0.03 -0.07
O 1.02978 -0.39632 0.07645 -0.58 -0.29 -0.60
H 1.94975 -1.38960 3.08332 -0.03 -0.07 0.09
C 2.13280 2.50423 0.59824 -0.03 -0.01 -0.19
H 3.26446 0.17060 1.80097 -0.03 0.10 -0.05
H 0.82733 1.98509 5.19393 -0.06 -0.04 0.03
O 0.11005 -2.35968 -1.05647 -0.01 0.39 -0.37
H -2.19759 -2.68947 5.88138 -0.02 -0.01 0.02
H 3.02564 1.91395 0.37705 0.02 0.00 0.12
H -3.01085 -0.57069 2.87021 -0.02 0.01 0.01
C -2.99286 2.96520 -2.67150 -0.08 0.30 0.09
C 0.02844 -2.91700 2.55920 0.05 -0.14 -0.14
H 2.05627 3.32151 -1.39954 -0.01 0.01 -0.02
C 1.18775 3.02776 3.32158 -0.18 -0.17 -0.04
H -1.74346 0.22535 -5.71862 0.00 0.00 -0.03
H 3.77933 -1.43423 -1.28461 0.03 0.02 0.04
```
Positions in Å, forces in eV/Å.

charge = -1
2S+1 = 1


Molecular formula: CH4ClNO
Method: DFT, wB97M-V/def2-TZVPD

XYZ file:
```
8
Properties=species:S:1:pos:R:3:forces:R:3
H 0.50028 -1.23380 1.20376 0.20 -0.73 -0.55
O -0.45540 -0.66778 -0.51175 0.30 -0.97 0.85
H 1.28746 -0.69992 -0.27716 1.87 -0.81 0.75
Cl -2.97316 -0.10554 0.17120 -0.43 -0.61 0.46
C -1.27958 0.35987 -0.34267 -2.29 0.17 0.52
H -1.06038 1.06542 0.41070 1.03 0.64 0.54
N 0.61810 -0.57871 0.44440 -0.81 1.29 -0.69
H -1.55652 0.78343 -1.24627 0.13 1.03 -1.88
```
Positions in Å, forces in eV/Å.

charge = 0
2S+1 = 1


HOMO-LUMO gap values, unit eV, following the record order: 7.37 5.41 11.23.
Energy relative to the best compared isomer or geometry (same formula, charge and spin) values, unit kJ/mol, following the record order: 160.9 75.8 291.7.
HOMO energy values, unit eV, following the record order: -3.72 -2.95 -10.29.